Record 1
Computed, not measured: a cluster of 2 separate species, C6H12BrNO3 in total at a distorted geometry, with ωB97M-V with the def2-TZVPD basis set.

XYZ file:
```
23
Properties=species:S:1:pos:R:3:forces:R:3:lowdin_charge:R:1
C -1.828 -0.811 2.089 3.2 -1.7 2.1 -0.047
C -1.365 -1.056 0.641 1.1 1.5 1.2 -0.505
O -2.440 -1.640 0.087 -2.2 -1.9 -2.2 -0.006
C -0.979 0.117 -0.200 -0.4 2.0 -2.7 -0.583
Br -1.403 1.935 0.059 0.1 -0.2 0.8 0.857
N -0.729 -0.147 -1.476 0.0 1.2 2.1 -0.398
O -0.642 -1.280 -1.910 0.3 -2.4 -1.0 -0.010
O -0.404 0.848 -2.399 -0.6 0.3 0.5 -0.005
H -1.921 -1.886 2.374 0.0 0.6 0.2 0.090
H -0.969 -0.441 2.771 -1.3 -0.3 -1.2 0.104
H -2.749 -0.407 2.480 -0.4 0.8 -1.2 0.075
H -0.407 -1.668 0.640 -1.0 0.2 0.2 0.161
H -2.325 -1.805 -0.878 0.3 0.0 0.9 0.116
H 0.367 0.452 -2.827 0.0 -0.2 -0.3 0.117
C 1.874 0.439 1.091 -2.3 -3.6 -1.5 -0.014
C 1.863 0.294 -0.254 0.6 -0.1 1.3 -0.255
C 2.205 1.498 -1.035 -1.2 -0.2 -1.1 -0.128
H 1.909 1.325 1.649 0.6 1.3 0.2 0.046
H 1.371 -0.401 1.616 0.9 0.4 0.2 0.052
H 1.654 -0.671 -0.846 0.3 1.4 1.4 0.130
H 2.988 1.236 -1.700 0.5 -0.1 -1.4 0.064
H 2.673 2.218 -0.415 -0.1 1.1 0.7 0.065
H 1.259 1.850 -1.556 1.6 0.1 0.5 0.074
```
Positions in Å, forces in eV/Å.

Values from the calculation:
energy above the lowest of the compared OMol25 structures with the same formula, charge and spin	184.4	kJ/mol
E_HOMO	-8.87	eV
max |F|	0.0882	hartree/bohr
SMILES	C[C@@H](O)/C(Br)=[N+](\[O-])O.C=CC
spin multiplicity	1

***

Record 2
Computed, not measured: a structure of composition C14H19Cl2NO4V at a distorted geometry, with ωB97M-V with the def2-TZVPD basis set.

XYZ file:
```
41
Properties=species:S:1:pos:R:3:forces:R:3:lowdin_charge:R:1
V 0.621 0.038 -0.063 0.0 1.2 0.1 0.783
C 3.204 -0.846 1.264 0.0 0.0 0.0 -0.241
C 2.360 -0.974 0.019 0.0 -0.4 0.0 -0.218
O 1.104 -0.743 -3.193 -1.8 -0.3 2.2 -0.115
C -0.248 -0.969 -3.552 -0.3 0.2 0.0 -0.194
C -1.000 -1.617 -2.420 0.1 0.0 0.0 -0.150
O -1.045 -0.824 -1.204 0.0 -0.3 0.1 -0.216
C -1.908 -1.517 -0.268 -0.1 0.1 0.0 -0.142
C -1.771 -0.947 1.120 -0.1 0.0 0.1 -0.136
O -0.377 -0.981 1.435 0.3 0.2 -0.3 -0.254
C 0.028 -0.943 2.824 -0.1 0.0 0.0 -0.103
C 1.481 -0.532 2.933 0.0 0.1 0.0 -0.171
O 2.368 -1.422 2.269 0.1 0.0 0.0 -0.114
H 4.115 -1.442 1.257 0.0 0.0 0.0 0.131
H 3.452 0.195 1.487 0.0 0.0 0.0 0.123
H 1.645 -0.781 -3.931 1.5 -0.1 -2.3 0.059
H 2.579 -1.848 -0.596 0.3 0.1 -0.1 0.068
H -0.737 -0.031 -3.837 0.1 0.0 0.0 0.138
H -0.331 -1.667 -4.390 0.0 0.1 0.0 0.141
H -2.033 -1.774 -2.741 0.0 0.0 0.0 0.142
H -0.550 -2.582 -2.172 0.0 0.0 0.0 0.143
H -2.944 -1.433 -0.602 0.0 0.0 0.0 0.149
H -1.618 -2.570 -0.254 0.0 0.0 0.0 0.143
H -2.138 0.080 1.204 0.0 0.0 0.0 0.151
H -2.338 -1.590 1.797 0.0 0.1 0.1 0.151
H -0.570 -0.192 3.346 0.0 0.0 0.0 0.147
H -0.163 -1.930 3.246 0.0 0.0 0.0 0.145
H 1.587 0.486 2.552 0.0 0.0 0.0 0.110
H 1.730 -0.535 3.998 0.0 0.0 0.0 0.144
Cl 2.705 0.498 -1.461 1.1 -0.2 -0.2 1.050
C 3.251 1.987 -0.706 -0.9 -0.3 0.2 -0.457
C 4.404 2.646 -1.072 0.1 0.1 0.2 -0.082
C 4.608 3.878 -0.474 0.0 0.0 0.0 -0.073
C 3.672 4.386 0.428 0.0 0.0 0.0 -0.089
C 2.522 3.690 0.750 0.1 0.0 0.0 -0.612
Cl 1.399 4.359 1.875 0.0 0.0 0.0 0.703
C 2.243 2.430 0.177 -0.1 -0.1 0.1 -0.460
N 1.153 1.660 0.449 -0.3 -0.3 -0.1 -0.135
H 5.109 2.230 -1.777 0.0 0.0 0.0 0.116
H 5.493 4.450 -0.711 0.0 0.0 0.0 0.113
H 3.840 5.347 0.895 0.0 0.0 0.0 0.112
```
Positions in Å, forces in eV/Å.

Values from the calculation:
energy above the lowest of the compared OMol25 structures with the same formula, charge and spin	88.5	kJ/mol
E_HOMO (spin up / spin down)	-10.52 / -10.53	eV
max |F|	0.0562	hartree/bohr
net charge	+1
spin multiplicity	3

***

Record 3
Computed, not measured: a structure of composition C9H21BiClNO4P2 at a distorted geometry, with ωB97M-V with the def2-TZVPD basis set.

XYZ file:
```
39
Properties=species:S:1:pos:R:3:forces:R:3:lowdin_charge:R:1
C 1.944 1.766 -3.447 0.7 0.7 -0.5 0.046
C 0.664 1.605 -2.787 -5.1 -2.2 1.8 -0.095
H 1.530 2.325 -4.373 1.2 -0.6 0.8 0.178
H 2.522 0.787 -3.707 -1.5 1.3 0.4 0.180
H 2.715 2.396 -2.848 -1.6 -0.7 -0.8 0.174
O -0.455 1.399 -2.453 6.0 2.0 -2.6 0.195
Cl 3.350 -0.619 -0.116 -1.0 0.1 0.1 -0.134
Bi 0.930 0.049 -0.211 0.1 -0.7 2.0 1.152
P -0.309 -2.271 -1.024 -0.2 -2.3 0.3 0.707
C -2.113 -2.653 -1.059 0.3 0.7 0.0 -0.215
C 0.202 -2.567 -2.753 0.0 0.3 0.2 -0.253
H 0.028 -3.636 -2.939 0.1 0.3 -0.2 0.069
H 0.189 -4.624 -0.700 0.1 0.2 0.2 0.070
H 1.263 -2.319 -2.900 -0.3 -0.2 0.0 0.048
H 1.354 -3.577 0.212 -0.2 -0.2 0.0 0.053
H -2.643 -1.875 -1.608 -0.2 -0.1 0.0 0.050
H -0.434 -1.969 -3.419 0.2 -0.2 0.0 0.052
C 0.304 -3.737 -0.060 0.2 0.7 -0.3 -0.213
H -2.236 -3.618 -1.560 0.2 0.1 0.0 0.077
H -0.306 -3.819 0.849 0.2 0.0 -0.3 0.043
H -2.487 -2.726 -0.035 0.0 0.1 -0.2 0.043
P 0.125 2.024 1.737 0.7 -0.1 1.7 0.684
C -1.539 2.551 2.233 -0.4 -0.2 -0.5 -0.245
C 0.870 1.649 3.371 0.2 -0.2 -0.3 -0.236
H 1.888 3.394 0.835 0.1 0.1 0.1 0.045
H 1.031 4.179 2.182 0.0 0.1 -0.1 0.066
H 0.280 4.102 0.570 0.0 0.1 0.0 0.054
C 0.911 3.573 1.283 0.1 0.2 -0.4 -0.268
H 1.844 1.165 3.228 -0.2 0.1 0.2 0.055
H 0.994 2.591 3.929 -0.1 -0.4 -0.1 0.068
H -1.472 3.398 2.925 0.2 -0.2 -0.1 0.081
H -2.076 1.735 2.722 0.1 0.1 0.0 0.061
H 0.217 0.962 3.926 0.2 0.2 -0.2 0.062
H -2.102 2.860 1.350 -0.1 0.1 0.1 0.054
C -1.872 0.168 0.554 -2.2 1.1 -2.6 -0.217
O -2.982 0.257 0.280 1.8 -0.6 1.2 0.131
O -1.571 -2.300 2.065 1.8 1.9 -0.1 -0.008
N -0.923 -1.263 1.889 -1.7 -2.2 1.5 -0.341
O 0.363 -1.362 1.857 0.3 0.6 -1.4 -0.273
```
Positions in Å, forces in eV/Å.

Values from the calculation:
E_HOMO (spin up / spin down)	-14.80 / -14.80	eV
max |F|	0.1325	hartree/bohr
net charge	+2
spin multiplicity	1

***

Record 4
Computed, not measured: a structure of composition C31H23BrClFeN4O5S at a distorted geometry, with ωB97M-V with the def2-TZVPD basis set.

XYZ file:
```
67
Properties=species:S:1:pos:R:3:forces:R:3:lowdin_charge:R:1
Fe 0.545 0.818 1.714 0.0 2.9 -1.6 0.590
Cl -2.563 7.269 -0.066 -0.1 0.3 -0.2 0.647
C -1.748 5.929 0.660 0.3 -0.2 0.0 -0.686
C -2.196 5.447 1.895 0.2 0.0 -0.2 -0.097
C -1.590 4.356 2.450 0.3 -0.3 0.0 0.002
C -0.514 3.678 1.811 -0.4 1.1 -0.9 -0.366
O -0.020 2.643 2.362 0.7 -2.0 0.5 -0.152
C -0.042 4.220 0.562 -0.4 0.0 0.8 -0.155
C 1.039 3.629 -0.159 0.3 -0.2 0.0 -0.050
N 1.541 2.490 0.155 -0.9 -0.3 0.6 0.072
C 2.587 1.849 -0.460 0.6 -0.2 -0.8 -0.223
C 2.867 1.839 -1.813 -0.3 0.2 0.6 -0.005
C 3.920 1.062 -2.310 0.4 -0.3 0.0 -0.073
C 4.733 0.342 -1.476 -0.1 0.1 -0.3 -0.034
C 4.496 0.335 -0.086 -0.3 0.2 0.2 -0.150
C 5.299 -0.352 0.847 -0.1 0.0 0.2 0.003
C 4.966 -0.315 2.175 0.2 0.0 -0.3 -0.034
C 3.780 0.330 2.556 -0.1 0.0 0.1 -0.140
N 3.009 0.969 1.713 -0.6 -0.2 0.2 0.076
C 3.378 1.042 0.417 0.5 -0.1 -0.5 -0.175
C -0.679 5.346 0.024 -0.2 0.1 0.1 -0.070
H -3.012 5.942 2.398 -0.1 0.0 0.0 0.105
H -1.932 3.943 3.386 0.0 0.0 0.1 0.117
H 1.436 4.212 -0.999 0.1 -0.1 0.0 0.140
H 2.254 2.408 -2.496 -0.1 0.0 0.0 0.113
H 4.092 1.038 -3.376 0.1 0.0 -0.1 0.104
H 5.555 -0.237 -1.870 0.1 0.0 -0.1 0.111
H 6.166 -0.898 0.502 0.1 0.0 0.0 0.118
H 5.574 -0.799 2.923 0.0 -0.1 0.0 0.106
H 3.448 0.299 3.586 -0.1 -0.1 0.0 0.088
H -0.340 5.740 -0.923 0.0 0.1 -0.1 0.110
O -1.536 2.117 -0.148 0.4 -1.7 -0.4 0.038
C -0.890 1.115 0.043 0.2 1.8 1.3 -0.361
Br 0.573 -0.610 3.464 -0.1 -0.8 0.8 0.193
O 1.496 -3.165 -0.531 0.1 -0.2 0.0 0.102
C 0.620 -3.086 -1.548 -0.2 0.4 0.1 -0.240
C 0.337 -4.174 -2.364 0.0 -0.2 -0.2 -0.011
C -0.563 -4.066 -3.410 0.2 0.1 0.3 -0.060
C -1.205 -2.858 -3.656 -0.1 0.0 -0.2 -0.082
C -0.952 -1.774 -2.847 0.2 0.0 0.3 -0.012
C -0.048 -1.865 -1.777 0.2 -0.7 -0.5 -0.060
C 0.174 -0.741 -0.901 0.4 1.6 2.0 -0.359
O -0.729 0.258 -1.041 -0.1 -0.9 -1.4 0.049
O 1.043 -0.625 -0.028 -0.7 -0.4 -0.6 0.028
H 1.842 -4.064 -0.457 -0.1 0.1 0.0 0.125
H 0.843 -5.111 -2.173 0.0 -0.1 0.0 0.119
H -0.764 -4.926 -4.031 0.0 -0.1 -0.1 0.111
H -1.894 -2.769 -4.483 0.0 0.0 0.0 0.106
H -1.441 -0.828 -3.027 0.0 0.0 0.0 0.123
N -4.064 1.273 0.404 -0.2 -0.2 -0.4 0.081
C -3.424 0.238 1.009 -0.5 0.3 1.0 -0.891
S -2.947 0.427 2.589 0.1 0.1 0.2 0.683
N -3.302 -0.884 0.266 -0.2 0.4 -0.8 0.072
C -2.903 -2.190 0.572 0.1 -0.3 0.2 -0.232
C -2.412 -2.600 1.806 0.1 0.1 0.2 -0.052
C -2.075 -3.928 2.003 0.0 -0.1 -0.2 -0.072
C -2.222 -4.858 0.989 0.1 -0.2 0.1 -0.099
C -2.708 -4.451 -0.243 0.0 0.0 0.0 -0.096
C -3.041 -3.129 -0.451 0.0 0.0 0.0 -0.045
H -3.982 2.158 0.885 0.1 -0.2 0.0 0.085
H -4.041 1.345 -0.603 0.0 0.0 0.0 0.102
H -3.609 -0.790 -0.696 0.0 0.0 0.2 0.143
H -2.301 -1.899 2.614 0.0 0.1 0.0 0.007
H -1.698 -4.232 2.967 0.1 0.0 0.1 0.107
H -1.966 -5.894 1.156 0.0 -0.1 0.0 0.097
H -2.840 -5.167 -1.041 0.0 -0.1 -0.1 0.102
H -3.422 -2.820 -1.414 -0.1 0.1 -0.1 0.107
```
Positions in Å, forces in eV/Å.

Values from the calculation:
energy above the lowest of the compared OMol25 structures with the same formula, charge and spin	191.3	kJ/mol
E_HOMO (spin up / spin down)	-7.26 / -7.40	eV
max |F|	0.0652	hartree/bohr
spin multiplicity	6